i) # C7H13N

C7H13N in the gas phase (ωB97M-V/def2-TZVPD, OMol25).

Kohn-Sham gap (Eh): 0.34169
SMILES: C=CC(=C)CCCN
Spin multiplicity: 1
Highest occupied orbital energy (eV): -8.55

Atoms and positions in Å:
1 C 1.569 -2.187 -0.469
2 C 1.761 -1.019 0.163
3 C 0.790 -0.324 0.903
4 C 1.031 0.571 1.863
5 C -0.609 -0.424 0.431
6 C -0.912 -0.289 -1.115
7 C -0.915 1.217 -1.169
8 N -1.568 2.016 -0.110
9 H 0.747 -2.862 -0.177
10 H 2.371 -2.542 -1.147
11 H 2.807 -0.499 -0.053
12 H 0.293 1.065 2.471
13 H 1.973 0.616 2.233
14 H -1.408 0.246 1.069
15 H -1.066 -1.386 0.705
16 H -1.812 -0.675 -1.433
17 H -0.072 -0.559 -1.613
18 H 0.124 1.555 -1.218
19 H -1.526 1.398 -2.042
20 H -1.053 2.140 0.822
21 H -2.524 1.944 -0.114



ii) # C7H13N

C7H13N in the gas phase (ωB97M-V/def2-TZVPD, OMol25).

Kohn-Sham gap (Eh): 0.36592
Spin multiplicity: 1
Highest occupied orbital energy (eV): -8.94

Atoms and positions in Å:
1 C 1.006 1.338 0.142
2 C 1.895 0.023 0.051
3 C 1.173 -1.458 -0.119
4 C -0.370 -1.038 -0.088
5 C -1.727 -0.699 -0.614
6 C -1.457 0.346 0.595
7 C -0.721 1.344 -0.286
8 H 1.005 1.829 1.148
9 H 1.620 2.216 -0.471
10 H 2.756 -0.115 -0.914
11 H 2.543 -0.079 1.184
12 H 1.394 -2.020 -1.241
13 H 1.532 -2.345 0.545
14 H -0.232 -0.128 -0.514
15 H -1.732 -0.695 -1.863
16 H -2.641 -1.325 -0.265
17 H -2.440 0.700 1.083
18 H -0.924 2.358 0.121
19 H -0.961 1.723 -1.272
20 H -1.231 -1.334 1.569
21 N -0.486 -0.640 1.209



iii) # C7H13N

C7H13N in the gas phase (ωB97M-V/def2-TZVPD, OMol25).

Kohn-Sham gap (alpha / beta) (Eh): 0.26197 / 0.26199
Spin multiplicity: 1
Highest occupied orbital energy (alpha / beta) (eV): -6.19 / -6.19

Atoms and positions in Å:
1 C -0.502 -0.767 -0.542
2 C -1.639 -1.738 -0.582
3 C 0.533 -0.823 -1.617
4 C 1.978 0.741 0.741
5 C 0.551 1.075 0.426
6 C -1.170 0.017 1.624
7 C 0.115 2.306 0.191
8 N -0.377 -0.021 0.558
9 H -1.564 -2.481 0.228
10 H -2.596 -1.230 -0.459
11 H -1.650 -2.277 -1.526
12 H 0.867 0.179 -1.887
13 H 0.117 -1.259 -2.535
14 H 1.405 -1.433 -1.359
15 H 2.034 -0.073 1.458
16 H 2.514 0.434 -0.156
17 H 2.484 1.609 1.171
18 H -1.942 -0.711 1.757
19 H -1.025 0.800 2.340
20 H 0.792 3.144 0.172
21 H -0.926 2.508 -0.005



iv) # C7H13N

C7H13N in the gas phase (ωB97M-V/def2-TZVPD, OMol25).

Kohn-Sham gap (Eh): 0.34704
SMILES: C=C(/C=C/C)CCN
Spin multiplicity: 1
Highest occupied orbital energy (eV): -8.33

Atoms and positions in Å:
1 C -1.770 -0.512 -0.504
2 C -0.544 -0.039 -0.203
3 C 0.404 -1.142 -0.102
4 C 1.219 -1.660 -1.024
5 C 1.669 -3.126 -0.976
6 C -0.477 1.449 -0.112
7 C 0.031 2.105 1.266
8 N -0.870 3.102 1.734
9 H -2.654 0.041 -0.505
10 H -1.801 -1.549 -0.596
11 H 0.154 -1.590 0.883
12 H 1.578 -0.991 -1.806
13 H 2.770 -3.116 -1.098
14 H 1.301 -3.663 -1.895
15 H 1.245 -3.764 -0.237
16 H 0.281 1.831 -0.770
17 H -1.425 1.874 -0.673
18 H 0.282 1.107 1.960
19 H 1.048 2.714 0.940
20 H -0.619 4.018 1.815
21 H -1.823 2.911 1.904



Stability, highest: iii)



i) # C7H13N

A molecular structure, C7H13N (ωB97M-V/def2-TZVPD, OMol25).

Kohn-Sham gap (Eh): 0.30562
Spin multiplicity: 1
Highest occupied orbital energy (eV): -7.43

Atoms and positions in Å:
1 C 2.057 0.966 0.605
2 C 0.931 1.108 -0.435
3 C -0.254 0.193 -0.225
4 C -0.580 -0.644 -1.272
5 C -1.991 -0.865 -1.592
6 C -2.096 -0.314 1.451
7 C -0.904 0.117 1.070
8 N 2.711 -0.327 0.666
9 H 2.798 1.731 0.485
10 H 1.617 1.187 1.582
11 H 0.584 2.137 -0.538
12 H 1.404 0.819 -1.379
13 H 0.287 -1.010 -1.816
14 H -2.385 -1.546 -2.336
15 H -1.610 -1.444 -0.652
16 H -2.581 0.007 -1.420
17 H -2.900 -0.621 0.797
18 H -2.311 -0.400 2.510
19 H -0.261 0.395 1.897
20 H 3.445 -0.414 -0.012
21 H 2.037 -1.077 0.615



ii) # C7H13N

C7H13N in the gas phase (ωB97M-V/def2-TZVPD, OMol25).

Kohn-Sham gap (Eh): 0.34048
SMILES: C[C@@H]1CN[C@@H]2C[C@@]12C
Spin multiplicity: 1
Highest occupied orbital energy (eV): -8.23

Atoms and positions in Å:
1 C 2.177 -0.814 -0.288
2 C 0.917 -0.076 -0.596
3 C 0.827 1.380 0.110
4 N -0.650 1.677 0.320
5 C -1.215 0.531 -0.446
6 C -1.800 -0.915 -0.681
7 C -0.415 -0.672 -0.113
8 C -0.341 -0.959 1.382
9 H 2.090 -1.850 -0.585
10 H 2.274 -0.740 0.811
11 H 3.065 -0.406 -0.769
12 H 0.812 -0.050 -1.666
13 H 1.248 2.116 -0.613
14 H 1.443 1.402 1.041
15 H -0.887 1.659 1.320
16 H -0.997 0.803 -1.468
17 H -2.034 -1.079 -1.733
18 H -2.472 -1.344 -0.008
19 H 0.401 -1.699 1.578
20 H -1.326 -1.350 1.722
21 H 0.028 -0.052 1.921



Stability, highest: i)



i) # C4H10ClN

C4H10ClN in the gas phase (ωB97M-V/def2-TZVPD, OMol25).

Kohn-Sham gap (Eh): 0.38451
SMILES: CC(C)(Cl)CN
Spin multiplicity: 1
Highest occupied orbital energy (eV): -9.55

Atoms and positions in Å:
1 C -1.398 -1.012 0.083
2 C -0.370 0.105 -0.279
3 C -0.754 0.768 -1.600
4 Cl 1.175 -0.753 -0.589
5 C -0.110 1.108 0.843
6 N 0.306 0.479 2.102
7 H -1.124 -1.567 0.960
8 H -1.490 -1.673 -0.783
9 H -2.382 -0.486 0.333
10 H -0.837 0.010 -2.386
11 H -1.728 1.197 -1.497
12 H -0.071 1.561 -1.840
13 H 0.636 1.793 0.450
14 H -1.041 1.639 1.056
15 H 0.513 1.188 2.796
16 H 1.192 -0.031 1.921



ii) # C4H10ClN

C4H10ClN in the gas phase (ωB97M-V/def2-TZVPD, OMol25).

Kohn-Sham gap (Eh): 0.34227
SMILES: CNC[C@@H](C)Cl
Spin multiplicity: 1
Highest occupied orbital energy (eV): -8.30

Atoms and positions in Å:
1 C -2.014 -1.262 0.382
2 N -1.804 -0.128 -0.526
3 C -0.818 0.898 -0.275
4 C 0.563 0.293 -0.537
5 C 1.590 1.393 -0.919
6 Cl 1.246 -0.580 0.948
7 H -3.063 -1.480 0.215
8 H -1.385 -2.144 0.186
9 H -1.833 -0.978 1.475
10 H -2.031 -0.115 -1.560
11 H -1.037 1.745 -0.934
12 H -0.868 1.236 0.669
13 H 0.419 -0.383 -1.357
14 H 1.175 1.986 -1.769
15 H 2.515 0.938 -1.336
16 H 1.630 2.006 0.074



Stability, highest: i)



i) # C5H20N10O5

A molecular structure, C5H20N10O5 (ωB97M-V/def2-TZVPD, OMol25).

Kohn-Sham gap (Eh): 0.29046
Spin multiplicity: 1
Highest occupied orbital energy (eV): -8.07

Atoms and positions in Å:
1 C -0.377 -3.072 0.630
2 O -0.779 -3.957 1.335
3 N -0.938 -1.925 0.396
4 N 0.837 -3.074 0.176
5 H -1.819 -1.619 0.784
6 H -0.449 -1.222 -0.139
7 H 1.228 -2.275 -0.303
8 H 1.402 -3.856 0.476
9 C -1.533 2.182 -2.836
10 O -2.721 2.364 -2.697
11 N -0.951 1.275 -3.529
12 N -0.595 2.873 -2.204
13 H 0.058 1.257 -3.581
14 H -1.414 0.510 -3.999
15 H 0.367 2.912 -2.508
16 H -0.976 3.497 -1.508
17 C 1.889 0.177 0.075
18 O 2.374 0.537 -0.940
19 N 1.233 0.995 0.953
20 N 1.897 -0.985 0.556
21 H 0.912 0.478 1.759
22 H 0.881 1.932 0.819
23 H 1.268 -1.259 1.297
24 H 2.467 -1.674 0.088
25 C 0.452 -0.684 3.038
26 O 0.367 -1.609 3.821
27 N -0.353 -0.532 2.019
28 N 1.267 0.353 3.099
29 H -0.293 0.188 1.314
30 H -0.539 -1.424 1.583
31 H 0.850 1.230 2.819
32 H 1.990 0.360 3.804
33 C -0.870 0.471 -0.479
34 O -0.635 -0.242 0.437
35 N -2.133 0.799 -0.845
36 N 0.059 1.106 -1.025
37 H -2.880 0.264 -0.428
38 H -2.337 0.955 -1.822
39 H -0.205 1.807 -1.702
40 H 1.001 0.887 -0.733



ii) # C5H20N10O5

5 unconnected molecules or ions with the total composition C5H20N10O5 (ωB97M-V/def2-TZVPD, OMol25).

Kohn-Sham gap (Eh): 0.33943
SMILES: NC(N)=O.NC(N)=O.NC(N)=O.NC(N)=O.NC(N)=O
Spin multiplicity: 1
Highest occupied orbital energy (eV): -9.14

Atoms and positions in Å:
1 N 0.103 0.991 -0.164
2 C 1.298 0.415 0.172
3 N 1.288 -0.253 1.355
4 O 2.258 0.540 -0.580
5 H 0.083 1.479 -1.045
6 H -0.803 0.835 0.241
7 H 0.407 -0.292 1.838
8 H 2.121 -0.449 1.874
9 N 1.066 -0.374 4.718
10 C 1.199 1.000 4.764
11 N 0.102 1.641 4.311
12 O 2.220 1.523 5.175
13 H 1.847 -0.863 5.115
14 H 0.238 -0.831 4.384
15 H -0.633 1.053 3.955
16 H 0.093 2.618 4.091
17 N -3.666 -0.679 3.415
18 C -2.422 -1.194 3.214
19 N -2.304 -2.525 3.536
20 O -1.482 -0.515 2.816
21 H -4.453 -1.279 3.574
22 H -3.750 0.314 3.299
23 H -1.425 -2.945 3.292
24 H -2.864 -2.879 4.290
25 N -0.183 3.321 -5.337
26 C -0.181 2.074 -4.785
27 N 0.337 1.072 -5.536
28 O -0.619 1.874 -3.652
29 H 0.262 3.430 -6.231
30 H -0.296 4.128 -4.755
31 H 0.747 1.153 -6.448
32 H 0.566 0.238 -5.020
33 N 0.797 -0.747 -2.970
34 C 0.698 -2.003 -3.509
35 N 1.774 -2.798 -3.291
36 O -0.258 -2.319 -4.203
37 H 0.113 -0.041 -3.198
38 H 1.344 -0.607 -2.133
39 H 2.599 -2.384 -2.897
40 H 1.777 -3.722 -3.675



Stability, highest: ii)



i) # C5H6N2O2

A molecular structure, C5H6N2O2 (ωB97M-V/def2-TZVPD, OMol25).

Kohn-Sham gap (Eh): 0.31058
Spin multiplicity: 1
Highest occupied orbital energy (eV): -8.04

Atoms and positions in Å:
1 C 0.603 -1.379 -0.950
2 C 0.133 -1.849 0.151
3 C 0.217 0.282 0.190
4 C -1.360 1.973 1.297
5 C 0.763 0.046 -0.978
6 H 1.941 -1.399 -2.261
7 H 0.193 -3.134 0.043
8 H -0.888 -0.717 1.634
9 H 0.087 2.393 0.094
10 H -1.584 1.342 2.147
11 H 0.804 0.556 -2.039
12 N -0.083 -0.752 1.000
13 N -0.351 1.460 0.409
14 O 1.144 -2.069 -1.967
15 O -1.620 3.248 1.231



ii) # C5H6N2O2

A molecular structure, C5H6N2O2 (ωB97M-V/def2-TZVPD, OMol25).

Kohn-Sham gap (Eh): 0.36739
Spin multiplicity: 1
Highest occupied orbital energy (eV): -9.75

Atoms and positions in Å:
1 C -0.780 1.164 -0.058
2 C -1.293 -1.031 0.027
3 C 0.577 0.983 0.558
4 C 0.933 -0.535 0.779
5 C 0.109 -0.573 -1.387
6 N -1.115 0.201 -1.060
7 N 0.043 -1.358 -0.075
8 O -1.496 2.072 0.163
9 O -2.122 -1.285 0.820
10 H 1.357 1.654 0.000
11 H 0.519 1.567 1.558
12 H 1.866 -0.776 0.405
13 H 0.611 -0.913 1.807
14 H -0.257 -1.274 -2.151
15 H 1.047 0.105 -1.385



iii) # C5H6N2O2

C5H6N2O2 in the gas phase (ωB97M-V/def2-TZVPD, OMol25).

Kohn-Sham gap (Eh): 0.36702
SMILES: CC(=O)Nc1ncco1
Spin multiplicity: 1
Highest occupied orbital energy (eV): -9.36

Atoms and positions in Å:
1 C -0.865 2.054 1.945
2 C -0.512 0.662 1.432
3 O -0.445 -0.326 2.170
4 N -0.187 0.619 0.117
5 C 0.261 -0.523 -0.615
6 N 0.631 -1.628 -0.190
7 C 1.058 -2.327 -1.360
8 C 0.811 -1.576 -2.408
9 O 0.336 -0.284 -1.956
10 H -1.113 1.702 3.099
11 H -1.812 2.316 1.176
12 H -0.185 2.718 1.929
13 H -0.185 1.373 -0.412
14 H 1.358 -3.361 -1.430
15 H 0.850 -1.419 -3.496



Stability, highest: iii)



i) # C2HI2N3

A molecular structure, C2HI2N3 (ωB97M-V/def2-TZVPD, OMol25).

Kohn-Sham gap (Eh): 0.29095
Spin multiplicity: 1
Highest occupied orbital energy (eV): -9.16

Atoms and positions in Å:
1 C 2.977 0.602 2.876
2 C 1.339 0.207 1.112
3 N 3.708 0.718 3.737
4 N -1.323 -0.646 -0.278
5 N 2.006 0.531 2.033
6 I -0.622 -2.125 1.001
7 I -2.359 0.926 0.655
8 H -0.424 -0.298 -0.679



ii) # C2HI2N3

2 unconnected molecules or ions with the total composition C2HI2N3 (ωB97M-V/def2-TZVPD, OMol25).

Kohn-Sham gap (Eh): 0.30319
Spin multiplicity: 1
Highest occupied orbital energy (eV): -8.88

Atoms and positions in Å:
1 C 0.677 0.843 0.855
2 C -0.932 -1.052 -0.305
3 N 0.249 1.743 0.248
4 N 1.374 0.151 1.566
5 N -0.963 -1.399 -1.421
6 I -1.555 2.613 0.027
7 I 2.315 -1.620 1.373
8 H -1.166 -1.278 -2.342



Stability, highest: ii)